{
  "formula": "C47H102F18N6O22S6",
  "method": "wB97M-V/def2-TZVPD",
  "elements": ["C", "H", "H", "S", "C", "H", "F", "C", "C", "H", "H", "N", "H", "C", "C", "H", "C", "H", "H", "C", "O", "H", "H", "C", "H", "H", "H", "C", "H", "H", "F", "H", "F", "C", "H", "F", "C", "C", "O", "O", "F", "C", "H", "H", "C", "O", "H", "H", "H", "F", "C", "F", "C", "H", "H", "H", "H", "N", "C", "H", "O", "H", "H", "H", "H", "H", "H", "F", "H", "C", "F", "S", "C", "H", "H", "O", "H", "H", "H", "H", "H", "H", "H", "O", "H", "H", "C", "H", "C", "H", "S", "C", "C", "H", "O", "H", "F", "H", "F", "C", "H", "H", "N", "H", "O", "C", "H", "H", "H", "C", "H", "H", "H", "O", "H", "H", "S", "H", "H", "C", "F", "O", "H", "S", "O", "H", "C", "C", "H", "H", "H", "O", "C", "F", "H", "H", "H", "H", "F", "H", "H", "H", "H", "O", "H", "F", "C", "H", "C", "O", "F", "F", "O", "C", "N", "C", "C", "H", "C", "H", "C", "H", "H", "S", "N", "H", "H", "C", "H", "H", "C", "O", "H", "H", "N", "C", "C", "H", "H", "H", "C", "O", "C", "H", "F", "O", "H", "O", "H", "H", "H", "O", "C", "O", "H", "C", "H", "H", "H", "H", "C"],
  "coordinates": [[0.991817, -6.641793, 0.308161], [5.084563, 3.596591, -6.921264], [3.874409, 2.285585, -8.157225], [-0.449927, 4.255600, -0.374654], [7.060097, 4.933393, 4.887345], [1.642710, 4.056009, -3.829409], [-1.401429, -6.373061, -4.949198], [-2.138827, -0.213561, -1.306695], [-7.467122, -6.553952, -1.276872], [-1.493278, 3.744110, 4.802327], [5.394087, 5.720184, 3.698812], [-6.117388, -5.990589, -0.806380], [3.325070, -8.529219, 2.470974], [9.491074, 5.258490, 4.234347], [0.467083, -4.242232, 1.043907], [-7.953163, -9.481533, -0.071882], [2.485939, 5.670818, 6.095998], [-0.944549, 1.125871, 5.182147], [1.209703, 1.171954, -4.021646], [4.558163, 3.159193, 2.931942], [-0.308475, 5.641914, -0.908560], [1.628504, 1.469183, -6.889013], [-5.034672, -5.784510, 1.081602], [1.344436, -0.592580, -0.004515], [-2.734073, 1.604360, -2.226741], [10.286696, 5.999606, 4.310731], [7.849535, 6.314575, 3.543248], [-4.501709, 2.499539, 4.062001], [3.043945, -0.159960, -5.312638], [1.978195, -4.991705, 3.187737], [6.204775, -2.074765, -0.396271], [-2.464177, 4.075108, -3.143214], [-0.721386, -6.988320, -2.956443], [3.652454, 5.529098, 7.096435], [4.363033, 6.354518, 7.139398], [-6.224788, 2.555023, -4.491795], [-0.889700, 4.564627, -4.626332], [3.126973, -0.741106, -3.174809], [-0.164064, 3.166895, -1.344359], [-1.661207, 4.058186, 0.370716], [2.144660, 4.410162, 0.331079], [-0.518038, -6.274470, 2.129692], [3.752213, 4.391801, -5.304240], [4.329547, 1.887835, 1.263633], [5.601117, 5.467156, 4.738629], [-4.150596, 3.606132, 4.799206], [2.251319, 6.728816, 5.978944], [-5.931906, -4.375012, -2.341173], [1.677979, -1.268061, -0.792287], [4.726892, -0.524881, -0.287429], [-6.826217, 2.998773, -3.384226], [-7.388933, 4.216526, -3.576741], [4.943509, -1.802944, -0.148842], [-4.115094, -6.277800, -1.042797], [-2.507610, 0.061753, -0.318616], [0.320781, -3.676154, 1.963830], [-6.733609, -5.308399, 1.194693], [2.437969, 2.681159, -5.229362], [4.646891, 3.111306, 4.444454], [3.227843, 5.374242, 8.088316], [-1.004512, 0.225542, -4.832965], [1.617755, 5.100896, 6.426972], [-5.428812, 2.802007, 3.575086], [5.526089, 2.605682, 4.843758], [1.291943, -1.226151, 0.880882], [-0.203533, 1.133445, 2.995749], [4.021473, 0.921136, -7.035864], [-7.860106, 2.192480, -3.069412], [3.960874, -1.431371, -3.302223], [-0.087272, 3.265193, -4.834548], [-2.469785, 2.000143, -6.797063], [-2.250439, -4.787446, -2.914636], [-8.217511, -7.642653, -0.511731], [4.299983, 3.175381, -4.152132], [5.537286, 2.244162, -5.845820], [-3.190437, -0.707534, -5.323116], [-1.050357, -1.707700, -0.212721], [2.502823, 1.987083, -3.112938], [5.366185, 6.385456, 5.276825], [5.346914, 4.042642, 7.106421], [3.329672, -0.189608, -2.256734], [-1.228377, 1.804064, 1.492305], [2.865385, -5.486413, 1.727380], [3.026860, -2.711443, 1.699466], [-0.318596, 2.699124, -5.736839], [1.538775, 4.590061, -5.530051], [2.340584, 2.276567, -6.718200], [-4.889260, 4.133513, 5.112014], [-4.974142, -6.863012, -1.370933], [5.183566, 1.191826, 2.744793], [-1.814191, -0.449107, -5.822631], [2.056321, -5.749961, 2.408604], [3.192222, 0.264845, -4.319837], [-1.377120, -6.010471, 1.512930], [2.430567, -8.195177, 2.371569], [3.128942, -6.905731, 3.710554], [0.841533, 4.480750, 2.125828], [-4.837359, 1.646192, 4.651270], [-2.318509, -2.573855, 3.647818], [-1.126604, 1.256508, 2.429282], [1.431230, -7.207305, 3.932139], [7.338292, 4.656706, 5.904281], [4.454108, 4.459681, 5.117784], [-0.291497, -7.319238, 2.342374], [5.203490, -1.740358, 2.549292], [1.026430, 3.964531, 0.906130], [-0.828593, 5.168642, -5.531627], [-2.683805, 1.504091, 5.374830], [1.948147, -6.314222, -0.099549], [2.199112, -7.079912, 3.169098], [-3.695733, 1.055731, 2.821008], [3.391855, 1.301386, 2.564861], [9.666379, 4.729556, 3.297547], [-3.670483, -4.640006, -3.262859], [-9.205950, -7.796443, -0.944676], [-4.026770, -0.614525, -2.241830], [4.487416, -2.569558, 1.577793], [2.155626, 0.098920, 0.223267], [1.247291, -3.851680, 0.390569], [4.387145, 4.256520, 6.636096], [4.184671, -2.479042, -0.977703], [-1.181540, -1.601821, -6.499827], [-0.358427, -1.469281, -1.850929], [-5.640362, 3.027021, -1.876967], [-4.511290, 2.081145, -2.180310], [-8.053779, -5.643871, -1.402118], [-3.090057, -1.110387, -1.987312], [1.389157, 3.754863, -4.845830], [3.150864, 5.863091, 4.012429], [-6.073137, -7.017741, 1.225703], [9.632502, 4.513414, 5.017266], [-6.411216, 2.592494, -0.741970], [-2.010999, 0.861258, -7.234575], [-3.747165, -4.220773, 3.525088], [5.457052, 3.672581, 2.590584], [0.895795, -7.663593, 0.675338], [2.453278, 4.266560, 4.443659], [8.180512, 6.712803, 5.228126], [-2.729884, 0.347247, -8.288862], [-4.919933, -7.815148, -0.843115], [-7.252834, -6.851202, -2.303435], [3.869029, 3.350479, 6.950328], [-1.489526, 3.979732, 3.066206], [5.101057, -3.890650, 1.555469], [4.239885, 0.496570, -4.511668], [-0.794395, 1.078473, -7.617914], [-1.170985, 3.303016, 3.859105], [-3.497687, -1.854052, -1.302539], [-1.762230, -6.511194, -3.645067], [-4.838930, -1.155785, 3.583681], [-2.523770, -3.671360, 1.766181], [-2.794610, -7.408856, -3.491632], [-5.123967, 4.396855, -1.681786], [4.706474, 2.798907, -6.281848], [-1.928901, 1.984711, 3.494685], [-3.163196, -3.239269, 2.867630], [-1.931260, 1.059138, 4.723838], [-0.436128, 5.187672, -3.855492], [3.096601, 5.083001, 4.771776], [-8.461319, -7.227137, 0.466019], [-3.393473, 2.085521, 3.011505], [-3.043005, 5.164599, -4.393469], [0.133245, -6.571744, -0.359709], [-4.332416, -1.820079, 2.393265], [-1.902960, 1.039055, -2.127802], [-0.483080, -4.166190, 0.515241], [-0.101597, 3.158483, 4.012790], [8.125474, 5.894320, 4.510381], [-1.508021, 0.259438, 2.209146], [3.773239, 3.836902, 2.596238], [3.875947, 3.320511, -5.145724], [0.045688, -0.018499, -0.284520], [3.837776, 2.451988, 4.758655], [-3.479427, 2.716937, 2.127187], [0.799596, -5.718471, 1.499528], [4.350711, 1.771829, 2.347236], [2.243947, 1.513947, -4.060153], [2.161180, -1.237699, -3.268301], [-5.164952, -6.778711, -2.440784], [-2.853904, 3.561962, -4.846028], [-6.045745, -6.033081, 0.759034], [-7.447600, -8.811639, -0.538004], [-2.390866, 4.311859, -4.204661], [-1.199863, 1.692770, -1.814097], [1.179991, 2.668898, 1.185497], [-2.069786, -4.871156, -1.464363], [-0.780216, -5.770247, 3.059809], [-5.419004, -2.585091, 1.786981], [7.098961, 4.066239, 4.228065], [2.033043, 3.203036, -7.203135], [-2.110804, 0.041782, 4.376192], [-3.550848, -0.986877, 1.490882], [3.761166, 1.976395, -7.118151], [-1.397516, -3.836080, -3.519958], [-0.228907, 2.606549, -3.977677], [-0.831527, -0.983574, -0.997484], [-6.535777, -3.898108, -0.797833], [-4.848693, -4.249473, -0.922947], [-1.672561, 0.782933, -3.077233], [-2.833873, -1.522703, -2.963254], [-5.827460, -4.575469, -1.274873]],
  "forces_ev_per_angstrom": [[-0.299, 0.612, 0.546], [0.218, 0.145, 0.464], [0.006, -0.433, -0.117], [0.991, 1.639, -1.871], [-1.420, -0.737, 0.467], [0.109, 0.159, -0.059], [-0.702, -0.649, 1.439], [1.455, -0.263, 0.685], [0.167, 1.371, -1.270], [-0.733, -0.481, -0.031], [0.159, -0.234, -0.106], [0.449, -1.712, 2.061], [-0.044, 0.138, 0.112], [0.267, -0.306, 1.238], [0.140, -0.964, 0.400], [0.137, -0.334, 0.020], [1.748, 0.171, -0.480], [-0.043, -0.031, -0.012], [0.033, 0.257, -0.506], [-0.003, 0.944, 0.228], [0.433, -2.870, 1.185], [-0.029, 0.168, 0.201], [0.087, 0.842, -0.551], [-0.786, -0.892, 0.410], [-0.575, -0.127, 0.248], [-0.060, -0.018, 0.105], [-0.251, 0.619, -0.025], [-0.512, -0.275, -1.097], [-1.150, -0.423, 0.138], [-0.232, 0.315, -0.361], [0.741, 0.198, -0.297], [0.043, -0.220, -0.071], [0.087, -0.265, -0.230], [-0.195, -1.137, 0.584], [-0.363, 0.174, -0.102], [-0.339, 0.635, 1.189], [-1.440, -0.369, 0.112], [0.211, 0.653, -1.108], [0.064, 1.205, 0.921], [-0.356, -0.527, 0.954], [0.153, 0.191, 0.568], [1.331, 0.965, 0.726], [-0.399, 0.006, 0.329], [0.545, -0.402, -0.029], [-0.171, -0.396, 0.146], [1.684, 1.274, 1.362], [-0.338, -0.201, -0.080], [0.282, -0.912, -0.048], [-0.025, 0.194, -0.304], [-0.185, 1.505, -0.080], [-1.457, 0.066, -0.375], [1.293, -0.882, 0.130], [-0.581, -2.308, 2.832], [0.411, -0.220, -0.685], [-0.207, 0.423, -0.230], [0.564, 0.075, -0.066], [-0.028, -0.188, -0.179], [-0.159, -0.306, 1.751], [-1.025, -0.275, -0.122], [0.328, 0.132, 0.135], [1.155, 1.098, 0.816], [0.086, 0.129, -0.091], [0.133, -0.569, -1.120], [0.316, 0.453, -0.182], [-0.193, -0.099, 0.195], [0.663, 0.181, -1.239], [-0.286, -0.015, -0.136], [1.178, 0.149, -0.136], [-0.320, -0.265, 0.043], [1.129, 0.965, 0.370], [-1.359, 1.107, 0.037], [-2.476, 0.011, 0.455], [0.481, 1.363, -0.124], [-0.262, -0.195, -0.069], [0.067, -0.163, -0.522], [1.888, 0.819, -0.830], [-0.448, -0.504, -0.406], [0.011, 0.310, -0.206], [0.252, -0.146, 0.295], [0.449, 0.718, -0.539], [-0.525, -0.328, 0.198], [0.917, 0.281, 0.249], [0.239, -0.155, 0.296], [0.684, 1.287, -0.538], [-0.229, 0.257, 0.034], [-0.036, -0.017, -0.042], [0.190, 0.331, 1.438], [-0.167, -0.296, -0.160], [-0.532, 1.694, 1.182], [-0.224, -0.714, -0.668], [-2.978, -3.289, -1.428], [-1.586, -0.638, -0.324], [0.052, 1.191, -0.701], [0.426, -0.644, -0.646], [-0.740, -0.908, -0.659], [-0.058, 0.256, 0.521], [0.219, 1.407, 0.014], [0.570, -0.244, 0.359], [1.661, -0.738, 0.975], [-0.587, 0.123, 0.668], [-0.313, -0.249, -0.289], [-0.640, -0.541, 0.184], [0.745, -0.285, 0.490], [-0.657, 0.036, -0.251], [-1.216, 0.764, -0.804], [-1.398, -0.427, -1.300], [-0.235, -0.059, -0.203], [0.112, -0.604, 0.216], [-0.183, -0.699, -0.467], [1.898, 1.290, 0.023], [0.378, -0.074, -0.621], [0.053, 0.127, 0.544], [-0.695, 0.167, -0.180], [0.951, -0.746, -0.030], [0.062, 0.132, -0.612], [-0.061, 0.687, 0.042], [1.373, -1.189, 1.775], [-0.492, 0.670, -0.353], [0.211, -0.129, 0.505], [-0.106, 0.753, 0.403], [-0.718, -0.407, -1.532], [-0.650, 2.381, 0.923], [0.094, 0.205, -0.153], [1.823, -0.792, -0.259], [-2.319, 1.974, 0.222], [-0.528, -0.205, 0.336], [-2.305, -0.394, -0.762], [-0.001, -1.252, -0.029], [0.417, -0.399, -0.110], [-1.024, -0.347, -0.823], [0.512, -0.078, 0.123], [-0.071, 0.118, -0.224], [-0.801, -3.543, 1.061], [0.415, -0.389, -0.114], [0.316, -0.467, -0.503], [0.994, 0.123, -0.031], [0.221, 0.124, -0.336], [0.181, -0.042, 0.013], [0.580, 1.146, 1.284], [-0.570, -0.174, -0.663], [-0.121, -0.347, 0.034], [-0.709, -0.017, -0.894], [0.752, 0.122, -0.053], [-0.193, 0.042, -1.070], [0.298, 0.988, 0.744], [2.310, 0.572, -1.505], [-1.819, -0.311, -0.267], [0.691, -0.395, 0.055], [-0.550, 1.260, 0.139], [1.504, 0.148, 0.310], [-0.102, -0.517, 0.705], [1.101, 0.769, -0.592], [-0.400, -1.127, -0.535], [0.306, -0.036, 0.319], [-0.221, -0.712, 1.125], [-1.500, 3.074, -0.981], [0.075, 1.189, -0.759], [0.157, -0.177, 0.214], [-0.879, -0.078, 0.928], [0.370, -0.385, 0.589], [-1.099, 0.353, 1.308], [0.346, 0.439, 0.216], [0.215, 0.805, -0.246], [-2.983, -1.289, -0.782], [-0.182, -0.687, 0.059], [0.035, -0.818, -0.211], [-0.136, -0.476, -0.855], [0.346, 1.092, -2.271], [-0.514, 0.063, 0.411], [-0.349, -0.004, 0.252], [-1.364, 0.597, 0.408], [0.693, -0.504, -1.187], [-0.340, 0.322, 0.425], [0.543, -0.064, 0.025], [-2.477, 0.741, -0.201], [0.493, 0.626, -0.146], [2.004, -0.702, -2.045], [0.106, -0.208, 0.745], [0.736, -0.723, 0.101], [0.224, -0.503, 0.266], [0.977, 0.461, -0.633], [-0.013, -0.109, 0.447], [0.714, 0.313, -0.880], [0.920, 0.228, 0.855], [0.243, -0.658, -0.665], [0.233, -1.004, 0.236], [0.629, 0.119, 0.249], [0.717, -0.015, -0.601], [0.298, -0.203, 0.169], [-0.332, -0.146, -0.075], [-0.411, 0.156, 0.262], [0.443, -0.174, 0.443], [0.277, -0.999, -1.137], [1.448, 0.566, -0.953], [-0.049, 0.073, -0.093], [0.447, 1.875, 1.497], [-0.216, -0.218, 0.299], [0.050, -0.486, -0.210], [0.406, -0.569, -1.115], [0.710, -0.256, 0.273], [-0.998, 0.797, 0.786]],
  "lowdin_spin": [0.0000, 0.0000, 0.0000, -0.0001, 0.0000, 0.0000, 0.0000, 0.0001, 0.0000, 0.0000, 0.0000, 0.0000, 0.0000, 0.0000, 0.0000, 0.0000, 0.0000, 0.0000, 0.0000, 0.0000, 0.0000, 0.0000, 0.0000, 0.0000, -0.0006, 0.0000, 0.0000, 0.0000, 0.0000, 0.0000, 0.0000, -0.0008, 0.0000, 0.0000, 0.0000, -0.0023, -0.0002, 0.0000, 0.0000, -0.0002, 0.0000, 0.0000, 0.0000, 0.0000, 0.0000, 0.0000, 0.0000, 0.0000, 0.0000, 0.0000, -0.0107, -0.0023, 0.0000, 0.0000, 0.0000, 0.0000, 0.0000, 0.0000, 0.0000, 0.0000, 0.0000, 0.0000, 0.0000, 0.0000, 0.0000, 0.0000, 0.0000, -0.0026, 0.0000, 0.0000, 0.0000, 0.0000, 0.0000, 0.0000, 0.0000, 0.0000, 0.0000, 0.0000, 0.0000, 0.0000, 0.0000, 0.0000, 0.0000, 0.0000, 0.0000, 0.0000, 0.0000, 0.0000, 0.0000, 0.0000, 0.0000, 0.0000, 0.0000, 0.0000, 0.0000, 0.0000, 0.0000, 0.0000, 0.0000, 0.0000, 0.0000, 0.0000, 0.0000, 0.0000, 0.0000, 0.0000, 0.0000, 0.0000, 0.0000, 0.0000, 0.0000, 0.0000, 0.0000, 0.0000, 0.0000, 0.0005, 0.0000, 0.0000, 0.0000, 0.0000, 0.0000, 0.0000, 0.0000, -0.0675, 0.3646, 0.0000, 0.0012, 0.0000, 0.0000, 0.0000, 0.0000, 0.2887, 0.0000, 0.0000, 0.0000, 0.0000, 0.0000, 0.0000, 0.0000, 0.0000, 0.0000, 0.0000, 0.0000, 0.0000, 0.0000, 0.0000, 0.0000, 0.0001, 0.0000, 0.0000, 0.0000, 0.0000, 0.4324, 0.0000, 0.0000, 0.0000, 0.0000, 0.0000, 0.0000, 0.0000, 0.0000, 0.0002, 0.0000, 0.0000, -0.0003, 0.0000, 0.0000, 0.0000, 0.0000, 0.0000, 0.0000, 0.0000, 0.0000, 0.0000, 0.0000, 0.0000, 0.0000, 0.0000, 0.0000, 0.0001, 0.0000, 0.0000, -0.0004, 0.0000, 0.0000, 0.0000, 0.0000, 0.0000, 0.0000, 0.0000, 0.0000, 0.0000, 0.0000, 0.0000, 0.0000, 0.0000, 0.0000, 0.0000, 0.0000, 0.0001, 0.0000],
  "lumo_energy_ev": [-2.14, -6.60],
  "multiplicity": 2,
  "total_energy_ev": -218290.27606,
  "s_squared": 0.767,
  "gap_ev": [7.70, 3.24],
  "relative_energy_kj_mol": 0.00,
  "fmax_ev_per_a": 4.7,
  "total_charge": 1
}